172
Properties=species:S:1:pos:R:3 method="wB97M-V/def2-TZVPD" e_tot_ev=-91010.5388 smiles="CC1(C)CCCC(C)(C)N1O.COC[C@H](C)N.COC[C@H](C)N.COC[C@H](C)N.COC[C@H](C)N.COC[C@H](C)N.COC[C@H](C)N.NC(N)=O.NC(N)=O.NC(N)=O.NC(N)=O.NC(N)=O" e_above_lowest_kcal_mol=0.0 homo_lumo_gap_ha=0.3128
C 4.1808 2.8725 -6.0365
C 3.3399 1.7166 -5.4882
C 4.3292 0.6514 -5.0424
C 3.6859 -0.4855 -4.2306
C 3.0171 0.0890 -2.9683
C 1.9914 1.1965 -3.3337
N 2.6032 2.1198 -4.3060
O 1.8110 3.2752 -4.5094
C 0.6937 0.5400 -3.8972
C 1.6016 1.9551 -2.0585
C 2.4622 1.2947 -6.6963
H 4.7932 2.6526 -6.9135
H 4.9136 3.2892 -5.3395
H 3.5194 3.6914 -6.3276
H 4.8252 0.2513 -5.9272
H 5.0372 1.1107 -4.3485
H 4.3801 -1.2974 -4.0188
H 2.8783 -0.9143 -4.8377
H 3.8444 0.4448 -2.3510
H 2.4642 -0.7400 -2.5268
H -0.1122 1.2536 -3.7220
H 0.8304 0.2667 -4.9376
H 0.4508 -0.3945 -3.3925
H 1.3262 1.2061 -1.3127
H 2.4085 2.5939 -1.7026
H 0.7374 2.5813 -2.2820
H 1.8130 2.0866 -7.0674
H 1.8428 0.4304 -6.4563
H 3.1147 0.9615 -7.5047
H 0.9894 2.9268 -4.8942
C -4.9135 -2.4424 -1.5459
C -4.7128 -3.7099 -0.6908
C -3.2216 -4.0128 -0.5147
O -2.9739 -5.2315 0.1357
C -3.2953 -6.3879 -0.5669
N -5.2844 -3.4229 0.6418
H -4.3922 -2.4944 -2.5053
H -4.3722 -1.6392 -1.0352
H -5.9652 -2.1923 -1.6467
H -5.2875 -4.5171 -1.1526
H -2.7863 -3.1957 0.0559
H -2.8267 -4.0641 -1.5368
H -2.6808 -7.2617 -0.3297
H -3.2233 -6.3645 -1.6610
H -4.2980 -6.7690 -0.3363
H -4.7152 -3.8302 1.3766
H -6.2053 -3.8374 0.7156
C -1.1168 7.9985 0.5403
C -0.7512 7.2291 1.7925
C -0.7057 5.7276 1.5096
O -2.0300 5.3611 1.0701
C -1.9810 4.0884 0.4571
N 0.5205 7.6986 2.3228
H -1.9188 7.5475 -0.0384
H -0.2828 8.0855 -0.1683
H -1.3266 9.0476 0.7634
H -1.5778 7.4804 2.4721
H -0.4231 5.0245 2.3015
H -0.0164 5.5068 0.6856
H -1.7043 3.2615 1.1094
H -1.5993 4.1146 -0.5708
H -3.0197 3.9066 0.1363
H 0.7221 7.2836 3.2213
H 0.5855 8.7042 2.3640
C 2.0351 -0.5729 5.7590
C 1.2207 0.6355 6.1168
C 1.2249 1.6537 4.9653
O 2.5566 1.9108 4.5839
C 2.6391 2.5826 3.3557
N -0.1655 0.1955 6.4038
H 1.7001 -1.0062 4.8166
H 2.0139 -1.3371 6.5380
H 3.0925 -0.3158 5.6579
H 1.6431 1.1890 6.9645
H 0.6699 2.5849 5.1337
H 0.6674 1.2343 4.1106
H 2.0251 2.1185 2.5824
H 3.6796 2.5939 3.0505
H 2.3830 3.6404 3.5194
H -0.1841 -0.0262 7.3950
H -0.7910 0.9939 6.3305
C -6.1447 2.6955 -0.8436
C -5.8274 2.3307 -2.3144
C -5.2109 0.9343 -2.3838
O -4.9812 0.5490 -3.7236
C -3.6579 0.8129 -4.1353
N -7.0080 2.5821 -3.1475
H -5.2349 2.6666 -0.2380
H -6.8649 2.0306 -0.3657
H -6.4968 3.7274 -0.8830
H -5.0312 3.0208 -2.6204
H -5.8940 0.2781 -1.8337
H -4.2885 0.9197 -1.7945
H -3.4040 1.8679 -3.9704
H -3.5817 0.6309 -5.2041
H -2.9132 0.2338 -3.5784
H -7.6220 3.2100 -2.6504
H -7.4843 1.7113 -3.3486
C 0.1729 -4.4359 -0.9021
C 1.6407 -4.7104 -1.1924
C 2.3212 -5.5205 -0.0896
O 3.5344 -6.1097 -0.4987
C 4.0510 -6.9286 0.5084
N 1.8680 -5.3424 -2.5024
H -0.3607 -5.3861 -0.7647
H -0.3257 -4.0281 -1.7853
H -0.0457 -3.8254 -0.0274
H 2.0865 -3.7256 -1.3593
H 1.5703 -6.2434 0.2522
H 2.5999 -4.8024 0.6917
H 3.4449 -7.8305 0.6819
H 4.1813 -6.5003 1.5089
H 5.0145 -7.3498 0.2175
H 1.5004 -6.2974 -2.4837
H 1.2282 -4.9587 -3.1982
C -1.2155 -0.4287 -0.8369
C -1.1052 -0.8131 0.6520
C 0.0040 -0.0398 1.3842
O 1.2748 -0.4185 0.9178
C 1.7858 -1.5985 1.5029
N -2.3716 -0.6107 1.3507
H -1.3382 0.6410 -1.0298
H -2.0126 -1.0482 -1.2479
H -0.2793 -0.6534 -1.3548
H -0.8673 -1.8771 0.6059
H -0.1209 -0.0618 2.4703
H -0.1441 1.0128 1.1075
H 1.0823 -2.4203 1.3471
H 2.0768 -1.4280 2.5420
H 2.6850 -1.9492 0.9985
H -3.0479 -1.3111 1.0783
H -2.7836 0.2920 1.1603
C 5.1237 -2.9056 -1.1880
O 4.8204 -3.7754 -1.9922
N 6.3702 -2.7712 -0.6448
N 4.1767 -2.0864 -0.6431
H 7.1091 -3.4001 -0.8930
H 6.5935 -1.9697 -0.0788
H 4.3834 -1.3668 0.0422
H 3.3023 -2.1203 -1.1302
C 4.3890 -4.3375 3.4391
O 3.2902 -4.8201 3.6583
N 4.6302 -3.2422 2.6573
N 5.5380 -4.8768 3.9880
H 5.5444 -3.2518 2.2358
H 3.9463 -2.7776 2.0888
H 5.3996 -5.8447 4.2280
H 6.4204 -4.5801 3.6132
C -2.5524 2.7371 4.5273
O -1.7615 2.8193 5.4601
N -2.9166 3.8010 3.7702
N -3.0396 1.5528 4.0201
H -2.6203 4.7264 4.0221
H -3.6339 3.7479 3.0703
H -2.9929 0.7144 4.5652
H -3.3030 1.6039 3.0519
C -5.9335 0.5265 1.9890
O -4.8118 0.7989 1.5608
N -6.7888 1.3968 2.5835
N -6.3940 -0.7493 1.9188
H -7.6250 1.0169 2.9829
H -6.5929 2.3761 2.6578
H -7.3248 -1.0231 2.1726
H -5.7725 -1.4861 1.6014
C 4.9041 1.2554 1.0066
O 5.0645 0.0312 0.9513
N 5.8558 2.0174 1.6345
N 3.7208 1.8428 0.7367
H 6.4128 1.4674 2.2649
H 5.6402 2.9743 1.8498
H 3.5976 2.8122 0.9510
H 2.9678 1.2789 0.3746